(1)
Entry from OMol25: C28H20B2N4O16V as an isolated structure at a distorted geometry (the ωB97M-V functional and the def2-TZVPD basis).

Element x y z (Å)
V1 0.49 -0.05 -0.21
O1 3.67 3.00 1.38
C1 2.73 3.11 2.26
O2 2.72 3.85 3.40
B1 1.33 3.78 3.97
O3 0.74 2.62 3.23
C2 1.48 2.24 2.19
O4 1.15 1.41 1.34
O5 0.57 5.05 3.93
C3 0.13 5.35 5.14
O6 -0.54 6.34 5.43
C4 0.73 4.35 6.09
O7 1.39 3.46 5.41
O8 0.57 4.39 7.31
O9 -6.00 -4.79 -3.08
C5 -4.78 -4.77 -2.81
O10 -3.92 -3.77 -3.14
B2 -2.65 -4.06 -2.53
O11 -2.82 -5.37 -1.91
C6 -4.04 -5.77 -1.93
O12 -4.56 -6.78 -1.46
O13 -1.57 -4.22 -3.49
C7 -0.64 -3.30 -3.23
O14 0.44 -3.16 -3.78
C8 -1.10 -2.53 -2.01
O15 -2.23 -3.04 -1.61
O16 -0.40 -1.66 -1.44
N1 -1.39 1.13 -0.61
C9 -1.89 1.98 0.34
C10 -2.92 2.94 0.15
C11 -3.60 2.97 -1.05
C12 -3.14 2.12 -2.09
C13 -2.15 1.20 -1.79
H1 -1.41 1.92 1.31
H2 -3.26 3.59 0.95
H3 -4.42 3.62 -1.34
H4 -3.61 2.03 -3.06
H5 -1.88 0.48 -2.54
N2 1.08 1.01 -2.06
C14 0.99 0.64 -3.38
C15 1.59 1.35 -4.44
C16 2.06 2.63 -4.20
C17 2.04 3.09 -2.93
C18 1.66 2.25 -1.89
H6 0.58 -0.32 -3.64
H7 1.66 1.15 -5.50
H8 2.47 3.23 -4.99
H9 2.51 4.06 -2.82
H10 1.71 2.56 -0.85
N3 2.43 -1.15 -0.22
C19 3.38 -1.06 0.77
C20 4.60 -1.74 0.76
C21 4.95 -2.47 -0.35
C22 4.06 -2.59 -1.37
C23 2.84 -1.91 -1.30
H11 3.16 -0.47 1.64
H12 5.27 -1.80 1.61
H13 5.84 -3.07 -0.38
H14 4.26 -3.26 -2.18
H15 2.21 -1.90 -2.18
N4 -0.58 -1.05 1.47
C24 -1.86 -1.65 1.46
C25 -2.45 -2.32 2.54
C26 -1.82 -2.36 3.81
C27 -0.57 -1.71 3.89
C28 -0.02 -1.13 2.71
H16 -2.41 -1.70 0.53
H17 -3.43 -2.78 2.47
H18 -2.34 -2.78 4.66
H19 -0.06 -1.68 4.83
H20 0.97 -0.71 2.84

HOMO-LUMO gap (spin up / spin down)	0.3001 / 0.3139	Eh
<S²>	3.756
spin multiplicity	4
energy	-3496.0600	Eh
maximum force	6.182	eV/Å


(2)
Entry from OMol25: C28H20BeF4N7 as an isolated structure at a distorted geometry (the ωB97M-V functional and the def2-TZVPD basis).

Element x y z (Å)
Be1 0.59 0.47 -1.25
C1 2.90 -0.44 -2.37
N1 2.36 0.40 -1.29
C2 2.96 -0.03 -0.02
C3 2.66 1.79 -1.58
C4 3.93 2.27 -1.84
C5 4.08 3.58 -2.27
C6 2.97 4.37 -2.50
C7 1.71 3.90 -2.21
C8 1.54 2.62 -1.67
N2 0.34 2.04 -1.31
C9 -0.76 2.80 -1.01
C10 -0.70 4.14 -0.56
C11 -1.85 4.86 -0.33
C12 -3.10 4.28 -0.52
C13 -3.17 2.94 -0.84
C14 -2.03 2.19 -1.06
N3 -2.09 0.77 -1.28
C15 -2.67 0.41 -2.56
C16 -2.77 0.12 -0.17
H1 3.99 -0.39 -2.38
H2 2.53 -0.09 -3.33
H3 2.60 -1.47 -2.23
H4 4.05 0.01 -0.07
H5 2.66 -1.05 0.20
H6 2.62 0.61 0.79
H7 4.80 1.64 -1.72
H8 5.07 3.96 -2.46
H9 3.09 5.35 -2.93
H10 0.84 4.50 -2.43
H11 0.26 4.58 -0.35
H12 -1.78 5.89 -0.01
H13 -4.00 4.86 -0.40
H14 -4.14 2.47 -0.94
H15 -3.70 0.79 -2.66
H16 -2.70 -0.67 -2.66
H17 -2.07 0.82 -3.36
H18 -3.83 0.39 -0.09
H19 -2.27 0.40 0.76
H20 -2.71 -0.96 -0.31
F1 0.70 -1.65 1.59
C17 0.07 -2.74 2.10
C18 0.28 -3.03 3.42
F2 1.11 -2.27 4.11
C19 -0.40 -4.12 4.05
C20 -1.23 -4.90 3.19
C21 -1.39 -4.62 1.86
F3 -2.16 -5.40 1.11
C22 -0.77 -3.49 1.25
C23 -1.00 -3.11 -0.10
C24 -0.45 -1.97 -0.61
N4 -0.01 -0.99 -1.07
C25 -1.84 -3.80 -1.01
N5 -2.49 -4.29 -1.81
F4 -1.87 -5.95 3.70
C26 -0.24 -4.39 5.42
C27 0.63 -3.67 6.26
N6 1.34 -3.14 6.99
C28 -0.96 -5.39 6.09
N7 -1.52 -6.18 6.70

HOMO-LUMO gap	0.1096	Eh
charge	+1
spin multiplicity	1
energy	-1876.2135	Eh
maximum force	4.268	eV/Å


(3)
Entry from OMol25: C28H20N7O4S2SeZr as an isolated structure at a distorted geometry (the ωB97M-V functional and the def2-TZVPD basis).

Element x y z (Å)
Zr1 -0.83 -0.25 -1.71
C1 -1.38 -0.07 2.87
C2 -1.48 -0.52 1.47
N1 -0.66 -0.22 0.54
N2 0.55 0.41 0.99
C3 0.85 1.47 0.25
S1 -0.15 2.18 -1.05
S2 2.36 2.19 0.80
C4 2.42 3.87 0.12
C5 1.39 4.81 0.67
C6 0.61 5.44 -0.29
C7 -0.49 6.20 0.06
C8 -0.87 6.26 1.40
C9 -0.03 5.73 2.34
C10 1.03 4.99 2.03
C11 -2.78 -1.22 1.11
C12 -3.63 -1.78 2.12
C13 -4.89 -2.17 1.85
C14 -5.42 -2.06 0.54
C15 -4.59 -1.59 -0.47
C16 -3.30 -1.20 -0.20
O1 -2.63 -0.78 -1.29
H1 -2.20 0.51 3.32
H2 -0.48 0.53 2.97
H3 -1.29 -1.01 3.42
H4 2.24 3.71 -0.97
H5 3.49 4.13 0.27
H6 0.75 5.37 -1.36
H7 -1.02 6.67 -0.78
H8 -1.78 6.82 1.67
H9 -0.26 5.78 3.40
H10 1.70 4.47 2.71
H11 -3.28 -1.88 3.12
H12 -5.63 -2.59 2.57
H13 -6.44 -2.36 0.27
H14 -4.83 -1.52 -1.53
Se1 5.08 -4.98 0.87
N3 3.31 -5.15 0.77
C17 2.87 -4.02 0.22
C18 1.41 -3.85 -0.06
C19 0.46 -4.77 0.28
C20 -0.85 -4.52 0.03
C21 -1.17 -3.33 -0.64
N4 -0.27 -2.39 -0.95
C22 1.04 -2.68 -0.69
C23 2.02 -1.65 -1.07
N5 1.53 -0.51 -1.68
C24 2.38 0.32 -2.19
C25 3.80 0.12 -2.19
C26 4.33 -0.95 -1.47
C27 3.43 -1.89 -0.88
C28 3.83 -3.12 -0.25
N6 5.07 -3.38 0.00
H15 0.77 -5.67 0.86
H16 -1.64 -5.19 0.31
H17 -2.22 -3.17 -0.82
H18 2.00 1.20 -2.69
H19 4.45 0.85 -2.67
H20 5.40 -1.04 -1.35
O2 -1.38 -0.19 -5.44
N7 -1.00 -0.13 -4.31
O3 -0.68 -1.16 -3.65
O4 -1.03 0.94 -3.58

HOMO-LUMO gap	0.2549	Eh
charge	+1
spin multiplicity	1
energy	-5007.9639	Eh
maximum force	4.346	eV/Å


(4)
Entry from OMol25: C28H21AuN5O2 as an isolated structure (the ωB97M-V functional and the def2-TZVPD basis).

Element x y z (Å)
Au1 -0.15 0.46 0.13
O1 6.59 -0.55 -1.09
C1 6.13 -0.46 0.05
O2 6.61 -0.60 1.19
C2 4.60 -0.29 0.07
C3 3.88 -0.21 -1.12
C4 2.52 -0.07 -1.08
N1 1.87 -0.03 0.10
C5 2.55 -0.06 1.26
C6 3.91 -0.19 1.27
C7 1.72 0.10 2.49
C8 2.19 -0.22 3.75
C9 1.35 -0.05 4.84
C10 0.06 0.43 4.65
C11 -0.34 0.72 3.36
N2 0.47 0.57 2.31
C12 1.66 0.07 -2.28
C13 2.10 -0.23 -3.56
C14 1.24 -0.04 -4.63
C15 -0.04 0.43 -4.40
C16 -0.42 0.70 -3.11
N3 0.41 0.53 -2.07
H1 4.45 -0.23 -2.04
H2 4.50 -0.22 2.18
H3 3.19 -0.60 3.87
H4 1.70 -0.30 5.83
H5 -0.62 0.57 5.48
H6 -1.34 1.09 3.15
H7 3.10 -0.61 -3.70
H8 1.58 -0.28 -5.63
H9 -0.73 0.60 -5.22
H10 -1.41 1.07 -2.87
C17 -1.65 -3.02 0.26
N4 -1.84 -1.57 0.23
C18 -3.03 -1.12 0.35
C19 -3.24 0.31 0.33
C20 -4.47 1.04 0.42
C21 -4.14 2.34 0.35
C22 -2.68 2.39 0.21
N5 -2.17 1.18 0.21
C23 -0.71 -3.39 1.39
C24 0.65 -3.15 1.26
C25 1.52 -3.48 2.29
C26 1.02 -4.04 3.46
C27 -0.34 -4.28 3.59
C28 -1.21 -3.96 2.55
H11 -1.19 -3.30 -0.69
H12 -2.60 -3.54 0.35
H13 -3.90 -1.78 0.44
H14 -5.46 0.61 0.52
H15 -4.80 3.20 0.38
H16 -2.06 3.27 0.13
H17 1.04 -2.73 0.34
H18 2.58 -3.31 2.17
H19 1.70 -4.31 4.26
H20 -0.72 -4.74 4.49
H21 -2.27 -4.16 2.65

HOMO-LUMO gap (spin up / spin down)	0.2361 / 0.1366	Eh
charge	+1
<S²>	2.034
spin multiplicity	3
energy	-1639.2644	Eh
maximum force	0.956	eV/Å


(5)
Entry from OMol25: C28H21BF2N6O5PbSe as an isolated structure (the ωB97M-V functional and the def2-TZVPD basis).

Element x y z (Å)
Pb1 0.04 0.36 -0.32
O1 -4.61 -3.15 0.33
C1 -4.91 -2.21 1.24
C2 -5.97 -2.45 2.12
C3 -6.31 -1.51 3.08
C4 -5.61 -0.31 3.18
C5 -4.57 -0.07 2.30
C6 -4.20 -1.00 1.33
C7 -3.05 -0.66 0.41
O2 -2.41 0.41 0.60
N1 -2.85 -1.57 -0.54
N2 -1.81 -1.23 -1.39
C8 -1.68 -1.95 -2.43
C9 -0.72 -1.70 -3.50
C10 -0.43 -2.74 -4.38
C11 0.43 -2.61 -5.45
C12 1.03 -1.36 -5.66
C13 0.76 -0.30 -4.83
C14 -0.13 -0.39 -3.71
O3 -0.40 0.62 -2.99
H1 -3.80 -2.77 -0.17
H2 -6.50 -3.39 2.04
H3 -7.13 -1.72 3.76
H4 -5.88 0.43 3.92
H5 -3.99 0.85 2.34
H6 -2.33 -2.82 -2.55
H7 -0.91 -3.70 -4.19
H8 0.64 -3.45 -6.10
H9 1.72 -1.23 -6.49
H10 1.23 0.67 -5.00
C15 4.07 -0.94 -2.88
C16 3.38 -0.30 -1.68
O4 2.16 -0.40 -1.65
C17 4.20 0.36 -0.66
C18 5.60 0.39 -0.82
C19 6.45 0.97 0.09
C20 5.90 1.55 1.25
C21 4.55 1.55 1.46
C22 3.61 0.97 0.52
O5 2.37 1.04 0.77
H11 3.29 -1.37 -3.51
H12 4.76 -1.72 -2.56
H13 4.63 -0.20 -3.45
H14 6.03 -0.06 -1.71
H15 7.52 0.97 -0.08
H16 6.56 2.00 1.98
H17 4.12 1.99 2.35
F1 1.11 -2.88 0.19
B1 0.33 -1.90 0.70
F2 -0.32 -2.33 1.82
Se1 -0.47 6.20 3.03
N3 -0.73 4.81 4.04
C23 -0.64 3.50 3.68
C24 -0.91 2.59 4.73
C25 -0.87 1.24 4.53
C26 -0.54 0.78 3.25
N4 -0.27 1.59 2.24
C27 -0.32 2.92 2.41
N5 -0.10 3.74 1.35
H18 -1.16 3.02 5.70
H19 -1.09 0.54 5.32
H20 -0.52 -0.28 3.02
N6 0.68 3.84 -0.93
C28 0.29 3.60 0.18
H21 0.64 3.17 -1.70

HOMO-LUMO gap (spin up / spin down)	0.1496 / 0.1498	Eh
charge	-2
spin multiplicity	1
energy	-4603.3248	Eh
maximum force	0.764	eV/Å


(6)
Entry from OMol25: C28H21BrF6GaN3O2 as an isolated structure (the ωB97M-V functional and the def2-TZVPD basis).

Element x y z (Å)
Ga1 0.25 0.02 -0.57
C1 -0.39 2.46 3.01
C2 0.10 1.52 1.97
N1 -0.36 1.48 0.78
N2 -1.33 2.33 0.36
C3 -1.38 2.27 -0.97
O1 -0.61 1.54 -1.68
C4 -2.40 3.12 -1.64
C5 -3.33 3.83 -0.89
C6 -4.29 4.61 -1.53
C7 -4.32 4.68 -2.92
C8 -3.38 3.97 -3.67
C9 -2.43 3.19 -3.03
C10 1.21 0.57 2.20
C11 2.04 0.63 3.30
C12 3.13 -0.23 3.37
C13 3.35 -1.13 2.34
C14 2.47 -1.13 1.28
N3 1.43 -0.31 1.22
H1 -1.32 2.90 2.69
H2 -0.54 1.93 3.96
H3 0.34 3.26 3.18
H4 -3.29 3.77 0.19
H5 -5.01 5.16 -0.95
H6 -5.07 5.28 -3.42
H7 -3.40 4.02 -4.75
H8 -1.70 2.63 -3.60
H9 1.85 1.36 4.08
H10 3.80 -0.19 4.22
H11 4.19 -1.81 2.36
H12 2.61 -1.80 0.44
Br1 -1.30 -1.55 1.82
C15 -1.71 -2.84 0.49
C16 -2.29 -3.99 0.94
C17 -2.71 -4.97 0.03
C18 -2.57 -4.75 -1.30
C19 -1.98 -3.56 -1.79
C20 -1.90 -3.34 -3.19
C21 -1.35 -2.20 -3.68
C22 -0.80 -1.25 -2.79
C23 -0.83 -1.40 -1.43
C24 -1.48 -2.56 -0.89
H13 -2.44 -4.13 2.01
H14 -3.16 -5.89 0.40
H15 -2.92 -5.48 -2.02
H16 -2.29 -4.10 -3.85
H17 -1.30 -2.02 -4.75
H18 -0.33 -0.37 -3.21
C25 2.46 1.36 -3.35
C26 2.83 0.28 -2.33
O2 1.91 0.15 -1.35
C27 3.03 -1.08 -3.06
F1 3.01 -2.12 -2.21
F2 2.05 -1.29 -3.96
F3 4.20 -1.12 -3.73
C28 4.17 0.69 -1.65
F4 4.70 -0.33 -0.94
F5 3.95 1.69 -0.79
F6 5.10 1.10 -2.51
H19 1.51 1.11 -3.80
H20 3.22 1.45 -4.13
H21 2.36 2.31 -2.83

HOMO-LUMO gap	0.2742	Eh
spin multiplicity	1
energy	-6492.4667	Eh
maximum force	0.620	eV/Å


What did the third record say?
Entry from OMol25: C28H20N7O4S2SeZr as an isolated structure at a distorted geometry (the ωB97M-V functional and the def2-TZVPD basis).

Element x y z (Å)
Zr1 -0.83 -0.25 -1.71
C1 -1.38 -0.07 2.87
C2 -1.48 -0.52 1.47
N1 -0.66 -0.22 0.54
N2 0.55 0.41 0.99
C3 0.85 1.47 0.25
S1 -0.15 2.18 -1.05
S2 2.36 2.19 0.80
C4 2.42 3.87 0.12
C5 1.39 4.81 0.67
C6 0.61 5.44 -0.29
C7 -0.49 6.20 0.06
C8 -0.87 6.26 1.40
C9 -0.03 5.73 2.34
C10 1.03 4.99 2.03
C11 -2.78 -1.22 1.11
C12 -3.63 -1.78 2.12
C13 -4.89 -2.17 1.85
C14 -5.42 -2.06 0.54
C15 -4.59 -1.59 -0.47
C16 -3.30 -1.20 -0.20
O1 -2.63 -0.78 -1.29
H1 -2.20 0.51 3.32
H2 -0.48 0.53 2.97
H3 -1.29 -1.01 3.42
H4 2.24 3.71 -0.97
H5 3.49 4.13 0.27
H6 0.75 5.37 -1.36
H7 -1.02 6.67 -0.78
H8 -1.78 6.82 1.67
H9 -0.26 5.78 3.40
H10 1.70 4.47 2.71
H11 -3.28 -1.88 3.12
H12 -5.63 -2.59 2.57
H13 -6.44 -2.36 0.27
H14 -4.83 -1.52 -1.53
Se1 5.08 -4.98 0.87
N3 3.31 -5.15 0.77
C17 2.87 -4.02 0.22
C18 1.41 -3.85 -0.06
C19 0.46 -4.77 0.28
C20 -0.85 -4.52 0.03
C21 -1.17 -3.33 -0.64
N4 -0.27 -2.39 -0.95
C22 1.04 -2.68 -0.69
C23 2.02 -1.65 -1.07
N5 1.53 -0.51 -1.68
C24 2.38 0.32 -2.19
C25 3.80 0.12 -2.19
C26 4.33 -0.95 -1.47
C27 3.43 -1.89 -0.88
C28 3.83 -3.12 -0.25
N6 5.07 -3.38 0.00
H15 0.77 -5.67 0.86
H16 -1.64 -5.19 0.31
H17 -2.22 -3.17 -0.82
H18 2.00 1.20 -2.69
H19 4.45 0.85 -2.67
H20 5.40 -1.04 -1.35
O2 -1.38 -0.19 -5.44
N7 -1.00 -0.13 -4.31
O3 -0.68 -1.16 -3.65
O4 -1.03 0.94 -3.58

HOMO-LUMO gap	0.2549	Eh
charge	+1
spin multiplicity	1
energy	-5007.9639	Eh
maximum force	4.346	eV/Å


Copy entry 6 word for word.
Entry from OMol25: C28H21BrF6GaN3O2 as an isolated structure (the ωB97M-V functional and the def2-TZVPD basis).

Element x y z (Å)
Ga1 0.25 0.02 -0.57
C1 -0.39 2.46 3.01
C2 0.10 1.52 1.97
N1 -0.36 1.48 0.78
N2 -1.33 2.33 0.36
C3 -1.38 2.27 -0.97
O1 -0.61 1.54 -1.68
C4 -2.40 3.12 -1.64
C5 -3.33 3.83 -0.89
C6 -4.29 4.61 -1.53
C7 -4.32 4.68 -2.92
C8 -3.38 3.97 -3.67
C9 -2.43 3.19 -3.03
C10 1.21 0.57 2.20
C11 2.04 0.63 3.30
C12 3.13 -0.23 3.37
C13 3.35 -1.13 2.34
C14 2.47 -1.13 1.28
N3 1.43 -0.31 1.22
H1 -1.32 2.90 2.69
H2 -0.54 1.93 3.96
H3 0.34 3.26 3.18
H4 -3.29 3.77 0.19
H5 -5.01 5.16 -0.95
H6 -5.07 5.28 -3.42
H7 -3.40 4.02 -4.75
H8 -1.70 2.63 -3.60
H9 1.85 1.36 4.08
H10 3.80 -0.19 4.22
H11 4.19 -1.81 2.36
H12 2.61 -1.80 0.44
Br1 -1.30 -1.55 1.82
C15 -1.71 -2.84 0.49
C16 -2.29 -3.99 0.94
C17 -2.71 -4.97 0.03
C18 -2.57 -4.75 -1.30
C19 -1.98 -3.56 -1.79
C20 -1.90 -3.34 -3.19
C21 -1.35 -2.20 -3.68
C22 -0.80 -1.25 -2.79
C23 -0.83 -1.40 -1.43
C24 -1.48 -2.56 -0.89
H13 -2.44 -4.13 2.01
H14 -3.16 -5.89 0.40
H15 -2.92 -5.48 -2.02
H16 -2.29 -4.10 -3.85
H17 -1.30 -2.02 -4.75
H18 -0.33 -0.37 -3.21
C25 2.46 1.36 -3.35
C26 2.83 0.28 -2.33
O2 1.91 0.15 -1.35
C27 3.03 -1.08 -3.06
F1 3.01 -2.12 -2.21
F2 2.05 -1.29 -3.96
F3 4.20 -1.12 -3.73
C28 4.17 0.69 -1.65
F4 4.70 -0.33 -0.94
F5 3.95 1.69 -0.79
F6 5.10 1.10 -2.51
H19 1.51 1.11 -3.80
H20 3.22 1.45 -4.13
H21 2.36 2.31 -2.83

HOMO-LUMO gap	0.2742	Eh
spin multiplicity	1
energy	-6492.4667	Eh
maximum force	0.620	eV/Å


Among the records above, which one has the highest maximum force? C28H20B2N4O16V